C7H24NO5 | ωB97M-V/def2-TZVPD

XYZ file:
```
37
Properties=species:S:1:pos:R:3:forces:R:3
C 0.511268 -1.688516 -0.057161 0.446 -0.030 -0.317
C 0.557734 -0.206711 0.254491 -0.171 0.407 0.564
C 1.320799 0.108690 1.525144 0.367 -0.123 0.051
C 2.488154 -0.461569 1.799277 0.167 -0.135 0.081
C 0.702986 1.106598 2.469658 -0.004 0.277 0.107
C 0.140774 2.351222 1.815648 -0.058 -0.375 0.363
C 0.707732 3.005208 0.816980 0.025 0.433 -0.488
N -0.486148 -1.938372 -1.138057 0.758 -0.620 -0.630
H 1.481421 -2.031491 -0.414174 -0.029 -0.040 -0.051
H 0.257252 -2.285325 0.816216 -0.112 0.091 -0.100
H 0.990011 0.373672 -0.562942 -0.039 -0.189 -0.159
H -0.456479 0.185607 0.366233 0.213 -0.213 0.055
H 2.966577 -1.194016 1.158721 -0.133 0.025 -0.107
H 3.043978 -0.232855 2.699917 -0.087 0.128 0.027
H -0.066087 0.627566 3.085195 -0.170 -0.048 -0.247
H 1.436785 1.446418 3.206889 0.129 -0.152 -0.081
H -0.765036 2.727121 2.280644 0.031 0.224 -0.101
H 0.306803 3.941238 0.442474 -0.154 -0.037 0.123
H 1.616011 2.694206 0.310914 0.033 -0.248 0.219
H -0.331561 -1.291145 -1.988172 -0.092 0.068 0.385
H -0.477400 -2.902105 -1.462497 0.139 -0.048 0.089
H -1.430998 -1.717561 -0.801134 -0.048 0.090 -0.083
H -3.488952 -0.956949 -0.301587 -0.114 0.033 0.058
H -2.449218 -1.402478 0.775438 -0.178 0.034 0.039
O -2.564091 -0.874220 -0.042708 -0.775 0.052 0.393
H -2.042978 0.807190 -0.623398 -0.002 0.402 -0.090
H -1.292724 2.156484 -0.565972 0.117 0.059 0.030
O -1.718073 1.542189 -1.174062 -0.389 -0.112 0.033
H -2.310961 -3.589128 1.863861 -0.058 -0.057 0.041
H -1.525892 -2.551401 2.676059 -0.004 -0.038 0.042
O -1.818732 -2.765564 1.782619 -0.051 0.078 0.094
H 0.324338 0.347289 -3.323428 -0.300 0.072 0.158
H -0.984060 0.613690 -2.470640 0.149 0.316 0.078
O -0.480330 -0.070771 -2.946910 0.300 -0.330 -0.502
H 1.767523 2.128667 -3.955528 -0.028 0.069 0.043
H 2.240146 0.810403 -4.552071 0.063 -0.036 -0.003
O 1.829434 1.186710 -3.765934 0.061 -0.026 -0.116
```
Positions in Å, forces in eV/Å.

Energy above the lowest of the compared OMol25 structures with the same formula, charge and spin in kcal per mole: 9.3
Charge: +1
Orbital gap in eV: 9.559
Electronic energy in eV: -19370.1456

C7H25BeN12O9 | ωB97M-V/def2-TZVPD

XYZ file:
```
54
Properties=species:S:1:pos:R:3:forces:R:3
Be -2.561645 1.471578 -0.872143 3.395 -0.066 -2.124
O 0.228846 -0.599190 0.280542 -10.133 3.784 -1.552
C -0.783154 0.118412 -0.257103 1.273 2.205 -0.355
O -1.911521 -0.025318 0.172797 -3.459 3.058 -2.605
O -0.598323 1.100197 -1.029585 -5.198 -1.539 2.272
H -0.457863 -1.106947 0.718962 -1.085 -4.086 1.606
C -2.716319 -0.741723 2.980827 -3.034 1.737 0.823
O -3.589557 -0.708076 3.817254 -0.328 -0.075 1.796
N -1.504738 -0.324058 3.141643 2.642 5.345 2.567
N -2.926280 -1.210023 1.790001 -3.381 -3.738 -2.283
H -1.373297 0.109775 4.044205 0.356 0.204 -0.119
H -0.704060 -0.374021 2.528035 -1.267 0.059 0.796
H -3.835835 -1.648916 1.776560 -0.089 -0.155 -0.139
H -2.667041 -0.735531 0.936920 -0.477 -1.430 1.569
C 3.038588 -0.005595 -0.159196 -3.944 0.412 1.061
O 2.989492 -0.218144 -1.347498 10.402 -0.395 -0.619
N 1.910316 0.284065 0.463503 6.480 1.843 0.030
N 3.984066 -0.211866 0.656284 5.341 -1.005 2.192
H 1.982492 0.388825 1.465455 -0.814 0.069 -0.563
H 1.120738 0.129571 -0.147078 4.813 2.600 1.597
H 3.795250 -0.074099 1.638859 0.777 -0.064 -0.290
H 4.890101 -0.472284 0.293809 0.032 0.077 0.495
C -1.821250 1.886033 -3.328696 3.207 -1.640 -1.693
O -2.427919 2.316678 -2.332489 -3.861 -0.314 4.724
N -0.605484 1.444324 -3.242322 2.132 0.089 -0.574
N -2.280783 1.742257 -4.515295 -3.599 1.342 -3.245
H 0.092331 1.503042 -3.970133 -0.668 -0.351 -0.181
H -0.412340 0.917402 -2.402595 1.310 0.484 -1.116
H -1.821170 1.231029 -5.255222 0.217 0.053 0.498
H -3.123386 2.223594 -4.795366 -0.108 -0.042 -0.003
C 0.600679 -1.105720 -2.768809 -2.310 -1.486 0.674
O -0.331893 -1.908826 -2.618777 -0.391 -0.021 0.165
N 1.252703 -0.945379 -3.887156 1.440 -0.173 -3.696
N 1.024381 -0.244425 -1.889962 -6.744 0.281 -1.326
H 1.108552 -1.594457 -4.647434 0.200 0.348 0.036
H 1.783144 -0.089354 -3.964379 0.268 -0.651 -0.461
H 0.462654 -0.313223 -1.053400 2.891 -1.779 -4.894
H 2.030129 -0.199243 -1.809125 0.038 0.702 -0.690
C 0.677224 2.528358 1.362949 1.724 5.061 -1.684
O 0.864160 3.545646 2.055723 -0.020 -0.948 -0.885
N 0.898900 2.411596 0.027744 1.122 3.165 1.257
N 0.146090 1.477000 1.890869 -2.039 -2.702 3.228
H 1.028056 3.290326 -0.453140 0.058 -0.187 -0.041
H 0.460136 1.615128 -0.411836 1.795 2.613 -0.069
H 0.119265 0.555240 1.478876 0.267 1.341 0.918
H -0.059972 1.661748 2.862216 -0.183 -0.507 -0.050
C 0.125359 -2.358705 2.049632 -2.600 -2.471 -0.488
O -0.209386 -2.326327 0.849941 -0.971 -6.245 2.439
N -0.685050 -2.356273 3.046945 -3.210 -2.918 0.818
N 1.275538 -2.401070 2.571424 8.078 -0.125 -0.007
H -1.614251 -2.103952 2.741955 0.167 -1.929 0.743
H -0.309896 -2.368497 3.984611 -1.101 0.286 -0.209
H 1.353582 -2.660138 3.544509 0.522 0.041 -0.494
H 2.089643 -2.520445 1.985689 0.069 -0.158 0.151
```
Positions in Å, forces in eV/Å.

Energy above the lowest of the compared OMol25 structures with the same formula, charge and spin in kcal per mole: 501.0
Charge: +1
Orbital gap in eV: 5.833
Electronic energy in eV: -44354.4708

C7H25NO5 | ωB97M-V/def2-TZVPD

XYZ file:
```
38
Properties=species:S:1:pos:R:3:forces:R:3
C 0.374806 1.387829 -2.786582 -0.320 -0.892 0.198
C 0.046823 0.384141 -1.981796 0.517 0.009 0.507
C -1.297469 0.199456 -1.366330 -0.353 -0.335 0.352
C -1.390973 0.662242 0.114542 0.294 -0.438 -0.291
C -0.168992 0.281270 0.949966 0.225 -0.498 -0.961
C -0.078976 -1.221486 1.206234 0.045 0.027 0.829
C -1.346076 -1.767826 1.883768 -0.065 0.772 -0.802
N 1.128139 -1.479502 1.999682 0.832 -0.133 -0.055
H 1.386115 1.441444 -3.169648 -0.146 0.387 -0.158
H -0.440499 2.029966 -3.083030 0.229 0.493 -0.396
H 0.828818 -0.296369 -1.642194 -0.098 -0.048 -0.247
H -1.628863 -0.842508 -1.423518 0.276 -0.073 -0.036
H -2.033469 0.749562 -1.939100 -0.228 0.273 -0.163
H -2.283445 0.206124 0.542838 -0.136 0.246 0.041
H -1.524827 1.731795 0.102881 -0.064 0.504 0.188
H -0.087607 0.806645 1.888694 -0.308 0.259 0.468
H 0.725964 0.541659 0.380092 0.083 0.184 0.153
H 0.045983 -1.724939 0.256214 0.203 -0.157 -0.283
H -1.990633 -2.152810 1.091258 -0.127 -0.446 0.411
H -1.092553 -2.487380 2.654492 -0.218 -0.271 -0.093
H -1.888458 -0.925555 2.312872 -0.061 -0.107 0.444
H 0.982578 -1.311746 2.990774 -0.145 0.069 -0.124
H 1.446223 -2.442167 1.915828 -0.253 0.138 -0.002
O 2.404932 -2.690319 -1.789236 -0.097 0.132 -0.020
H 2.129187 -3.600699 -1.654680 0.068 -0.037 0.043
H 3.112484 -2.530036 -1.156984 0.018 -0.033 0.032
O -0.987391 4.971575 1.354403 -0.019 -0.188 0.025
H -0.758061 4.969119 0.419726 0.080 0.122 0.013
H -0.333441 4.406496 1.781470 -0.030 0.120 -0.047
O 4.156681 -0.289347 1.698576 -0.508 0.152 -0.090
H 3.891984 0.594836 1.416260 0.332 0.028 -0.017
H 3.282447 -0.696579 1.814140 -0.031 -0.206 0.045
O 1.426733 3.911424 -1.053860 0.183 0.432 0.246
H 1.259771 3.640567 -1.959748 -0.149 -0.191 0.033
H 0.720127 3.539231 -0.520737 -0.022 -0.305 -0.211
O -3.052643 -3.122552 -0.890100 -0.250 -0.468 -0.340
H -2.986752 -3.986072 -1.329928 0.140 0.355 0.217
H -3.978659 -2.887475 -1.027240 0.105 0.126 0.093
```
Positions in Å, forces in eV/Å.

Energy above the lowest of the compared OMol25 structures with the same formula, charge and spin in kcal per mole: 28.2
Orbital gap in eV: 9.870
Electronic energy in eV: -19391.4182
SMILES: C=CCCC[C@H](C)N.O.O.O.O.O

C7H25NO8 | ωB97M-V/def2-TZVPD

XYZ file:
```
41
Properties=species:S:1:pos:R:3:forces:R:3
C -0.998391 0.844249 1.756843 1.140 -0.073 0.427
C -0.657654 0.365672 0.569910 -0.494 0.472 -1.412
C -1.505023 0.232684 -0.641120 -0.559 0.767 1.805
C -2.335559 1.192754 -1.176989 0.700 -0.995 -0.771
N -3.032028 0.553843 -2.174459 -0.093 0.874 -0.138
C -2.684869 -0.763266 -2.253606 0.138 0.038 0.552
C -1.770883 -1.020896 -1.244438 0.064 0.381 -1.391
C -0.868682 -2.196691 -1.121519 -0.552 -1.134 0.044
H -1.846928 1.446721 2.056808 -0.501 -0.443 -0.375
H -0.283593 0.644533 2.545424 0.175 0.653 0.122
H 0.360627 0.104851 0.320442 0.089 -0.833 0.961
H -2.211138 2.257864 -1.152281 -0.485 0.228 0.295
H -3.618587 1.064658 -2.809084 -0.106 -0.263 -0.161
H -3.052083 -1.376276 -3.054433 -0.189 -0.210 0.044
H -0.636270 -2.457337 -0.088034 0.542 0.551 0.016
H -1.303456 -3.146457 -1.454535 -0.289 0.321 -0.385
H -0.010774 -2.019271 -1.770059 0.393 -0.152 0.474
O 0.131759 1.925624 -3.770111 -0.172 0.326 -0.013
H 0.478798 1.553964 -4.585310 0.098 -0.105 0.085
H -0.453713 1.261423 -3.401171 -0.052 -0.205 0.046
O -0.945933 -1.734875 3.498855 0.235 0.025 0.172
H -1.562511 -1.353408 2.859205 -0.096 -0.262 -0.234
H -1.430055 -2.436581 3.939881 -0.030 -0.013 0.015
O 3.190504 0.890533 2.052429 0.680 -1.068 -0.573
H 2.704700 0.302418 2.664668 -0.366 1.019 0.115
H 3.029211 1.826119 2.159489 -0.423 0.019 0.464
O -3.115132 -1.263098 1.710213 -0.384 -0.279 0.342
H -3.053142 -0.304226 1.720243 -0.037 0.115 -0.231
H -3.437385 -1.493578 0.833397 0.127 0.053 -0.097
O 2.903908 0.695479 -2.718054 -0.011 0.823 -0.155
H 3.368261 1.235490 -2.066144 -0.084 0.224 -0.126
H 2.994633 -0.162636 -2.338271 0.180 -1.180 0.331
O 1.624865 -0.699254 3.833217 0.489 -0.191 -0.231
H 2.220869 -1.434173 3.647107 0.001 -0.049 0.214
H 0.746881 -1.088089 3.681615 -0.350 0.039 0.043
O 1.765108 1.918300 -0.141017 0.102 -0.017 -0.218
H 1.291297 1.522523 -0.874721 -0.186 0.421 -0.639
H 2.171584 1.137202 0.241231 0.425 0.010 0.587
O 4.598922 -0.574053 0.001843 -0.337 0.657 -1.342
H 5.020075 -1.411487 0.159390 0.012 -0.140 0.760
H 4.240423 -0.106131 0.765406 0.210 -0.404 0.580
```
Positions in Å, forces in eV/Å.

Energy above the lowest of the compared OMol25 structures with the same formula, charge and spin in kcal per mole: 30.9
Orbital gap in eV: 9.089
Electronic energy in eV: -25533.9594
SMILES: C=Cc1c[nH]cc1C.O.O.O.O.O.O.O.O

C7H26F2Hg2O8P | ωB97M-V/def2-TZVPD

XYZ file:
```
46
Properties=species:S:1:pos:R:3:forces:R:3
Hg -4.890813 -1.574474 -1.734682 1.580 -0.528 0.000
Hg -2.298333 3.754116 0.209508 1.516 -0.277 -1.724
O -2.838383 -0.749054 -1.066192 0.019 0.957 0.602
P -1.700823 0.237466 -0.924132 2.321 -1.710 -3.926
O -1.762263 1.583316 -0.317892 -0.681 0.980 1.145
F -1.184613 0.513776 -2.481642 -1.100 -0.817 3.648
F -0.390073 -0.556484 -0.369002 -4.185 1.941 -0.477
C 2.726537 -0.128404 -1.005692 -0.355 -0.071 0.238
O 1.953647 -1.231924 -0.625772 -0.631 -1.282 0.705
H 3.188067 -0.414544 -1.950792 0.428 0.648 0.132
H 2.059867 0.729076 -1.097252 0.175 0.444 -0.441
H 3.412347 0.084036 -0.185552 0.503 0.100 -0.434
H 1.026987 -1.002884 -0.523622 1.553 -0.340 -0.340
O -0.324043 1.566096 -4.837112 -0.224 0.351 0.281
H -0.664253 1.050796 -4.105692 0.117 -0.039 -0.350
H 0.541377 1.195336 -5.009842 0.328 -0.077 -0.325
O -3.413053 -3.235104 -2.264372 -0.656 0.633 0.084
H -2.769173 -3.129604 -2.964752 0.314 0.340 -0.719
H -3.213483 -4.089454 -1.881622 -0.351 -0.756 0.559
C 0.421287 -4.894184 1.627498 -0.211 -0.412 0.767
C -0.642723 -3.798204 1.661458 0.473 -0.236 0.004
O -0.964133 -3.331084 2.989698 0.196 0.086 -1.214
H 1.430337 -4.490804 1.712328 -0.081 0.141 -0.288
H 0.332957 -5.516174 0.736758 0.091 0.219 -0.116
H 0.330787 -5.563254 2.483218 -0.313 -0.038 0.020
H -1.586833 -4.039104 1.172868 0.006 -0.596 -0.074
H -0.205353 -3.024784 1.030078 -0.010 0.825 0.111
H -1.922343 -3.297804 2.941498 -0.097 0.062 0.791
C 1.098997 3.564156 -1.489382 -1.163 0.879 -0.905
C 0.125037 4.506756 -2.247342 2.360 -2.168 -0.313
O -0.890783 4.898856 -1.299692 -0.852 0.566 0.992
H 0.459127 2.704226 -1.291442 0.455 -0.449 0.621
H 1.465487 4.135296 -0.636392 -0.151 -0.383 0.309
H 1.979517 3.259966 -2.055302 -0.277 -0.016 -0.266
H -0.353453 4.089046 -3.133162 0.130 -0.174 0.081
H 0.739757 5.361356 -2.529972 -0.538 0.722 0.155
H -1.229453 5.681406 -1.740742 -1.017 0.729 0.344
C 0.754137 0.575266 2.729478 -0.274 0.622 0.052
C 1.500627 0.463026 4.070928 -2.627 -0.272 -1.208
O 1.012417 1.355546 5.019238 0.456 -0.580 -1.661
H -0.306073 0.354706 2.853598 -0.056 -0.149 0.629
H 1.081827 -0.162214 1.996788 0.653 0.129 0.164
H 0.768997 1.585466 2.320348 0.451 -0.017 -0.120
H 2.571497 0.615996 3.936948 1.236 0.448 0.071
H 1.453787 -0.575634 4.398198 0.262 -0.332 0.808
H 1.115057 0.940096 5.878588 0.226 -0.103 1.588
```
Positions in Å, forces in eV/Å.

Spin multiplicity: 2
Charge: +4
Orbital gap (spin up / spin down) in eV: 2.201 / 2.153
Expectation value of S²: 0.76
Electronic energy in eV: -47083.6003

Question: Which of these has the lowest electronic energy?
Answer: C7H26F2Hg2O8P